# 1
Molecular formula: C14H27BrCl2GdNP
Method: DFT, ωB97M-V with the def2-TZVPD basis set

Summary:
**Multiplicity**: 8
**Net charge**: -1
**Orbital gap (spin up / spin down)**: 4.976 / 4.485 eV
**Max |F|**: 4.11 eV/Å
**Expectation value of S²**: 16.0269
**Calculated total energy**: -5205.76620 Ha
**E_HOMO (spin up / spin down)**: -0.0958 / -0.0777 Ha
**Relative energy (zero: lowest compared OMol25 entry of this formula, charge and spin)**: 76.15 kJ/mol

Structure (XYZ):
```
47
Properties=species:S:1:pos:R:3:lowdin_charge:R:1
Gd -0.00875 0.00184 1.41176 0.277
Cl -1.48576 2.06250 1.13898 -0.216
Cl 1.41446 -2.00807 1.33874 -0.129
H -1.61433 -0.69276 1.28300 -0.151
H 1.17589 1.29148 1.18820 -0.173
P -0.06613 0.06929 -1.36459 0.869
C 0.23102 1.77435 -1.86723 -0.576
C 1.05220 -1.02373 -2.15495 -0.603
C -1.83839 -0.27706 -1.67152 -0.567
C 1.23566 2.62273 -1.06673 -0.178
H -0.77081 2.25938 -1.72359 0.102
C 0.59651 1.79586 -3.32404 -0.164
H 1.67047 1.57264 -3.48337 0.076
H 0.43052 2.82780 -3.72175 0.085
H 0.00402 1.11606 -3.95135 0.049
H 0.79131 3.00568 -0.12800 0.010
H 1.52908 3.49366 -1.67491 0.065
H 2.14905 2.05788 -0.81479 0.047
H -2.34517 0.58574 -1.15927 0.082
C -2.42156 -1.55722 -1.05159 -0.172
C -2.12036 -0.21127 -3.15022 -0.154
H -2.10735 0.81798 -3.53798 0.069
H -3.14812 -0.60847 -3.33520 0.080
H -1.42793 -0.83175 -3.73449 0.068
H -1.77717 -2.00343 -0.27505 0.013
H -2.60379 -2.32896 -1.82976 0.067
H -3.39767 -1.32293 -0.58129 0.078
C 2.51740 -0.75879 -1.76809 -0.124
H 0.90918 -0.69914 -3.18714 0.077
C 0.72616 -2.51290 -2.07762 -0.125
H 2.92648 0.13211 -2.27484 0.063
H 3.13609 -1.62486 -2.05521 0.073
H 2.63379 -0.61613 -0.66928 0.032
H 0.67915 -2.88382 -1.02998 0.025
H 1.52571 -3.08189 -2.58882 0.075
H -0.22514 -2.74718 -2.58054 0.064
Br -0.44600 -2.69243 6.67197 0.727
C -0.18286 -1.08817 5.70227 -0.665
C 0.01781 0.12449 6.36043 -0.104
C 0.21058 1.28700 5.61740 -0.053
C 0.19883 1.19243 4.25424 -0.169
N 0.01081 0.06382 3.62376 -0.128
C -0.18749 -1.08860 4.31036 -0.161
H 0.02230 0.15312 7.44028 0.098
H 0.36837 2.24911 6.12363 0.115
H 0.35425 2.14484 3.62047 0.123
H -0.34233 -2.04221 3.74771 0.101
```

***

# 2
Molecular formula: C6H11NO
Method: DFT, ωB97M-V with the def2-TZVPD basis set

Summary:
**Multiplicity**: 2
**Net charge**: -1
**Orbital gap (spin up / spin down)**: 2.197 / 8.419 eV
**Max |F|**: 1.16 eV/Å
**Expectation value of S²**: 0.7502
**Calculated total energy**: -365.16616 Ha
**E_HOMO (spin up / spin down)**: 0.0445 / -0.1805 Ha
**Relative energy (zero: lowest compared OMol25 entry of this formula, charge and spin)**: 20.99 kJ/mol

Structure (XYZ):
```
19
Properties=species:S:1:pos:R:3:lowdin_charge:R:1
C 0.00719 2.57948 0.79768 -0.092
C 1.19834 2.18047 1.36130 -0.196
N 1.66665 1.13742 0.62085 0.041
C 0.79712 0.84175 -0.39461 -0.356
C -0.24244 1.74171 -0.31174 -0.280
C -1.44784 1.80034 -1.19505 -0.096
C 1.03563 -0.22729 -1.39118 -0.217
H -0.59062 3.34434 1.26457 0.085
H 1.69668 2.49507 2.25948 0.085
H 2.49494 0.59095 0.80018 0.099
H -1.95534 0.84725 -1.30871 0.058
H -2.19019 2.48436 -0.76219 0.063
H -1.27763 2.25131 -2.17816 0.064
H 0.08445 -0.47406 -1.87366 0.053
H 1.36542 -1.18272 -0.97383 0.009
H 1.75796 0.03250 -2.15713 0.047
H -1.73217 -6.16256 2.16905 -0.021
H -0.93107 -7.18525 1.37462 -0.017
O -1.73709 -7.09507 1.89854 -0.328
```

***

# 3
Molecular formula: C5H9NO
Method: DFT, ωB97M-V with the def2-TZVPD basis set

Summary:
**Multiplicity**: 1
**Orbital gap**: 8.590 eV
**Max |F|**: 0.30 eV/Å
**Calculated total energy**: -325.79143 Ha
**E_HOMO**: -0.3169 Ha
**Relative energy (zero: lowest compared OMol25 entry of this formula, charge and spin)**: 383.64 kJ/mol

Structure (XYZ):
```
16
Properties=species:S:1:pos:R:3:lowdin_charge:R:1
C 0.16091 0.40502 1.80715 -0.073
C 0.78222 -0.58038 0.82897 -0.253
N -0.15306 -1.52599 0.26353 0.061
C -0.50351 -1.15156 -1.01067 -0.589
O -1.28192 -1.70301 -1.77405 0.051
C 0.28440 -0.00356 -1.45951 0.059
C -0.34577 1.31898 -1.54956 -0.116
H -0.74219 0.86186 1.38636 0.067
H 0.87001 1.20093 2.05742 0.079
H -0.13018 -0.10158 2.73262 0.077
H 1.66206 -1.07745 1.24620 0.131
H -0.18054 -2.49882 0.53634 0.148
H 1.21833 -0.03897 -0.06714 0.089
H -1.05545 1.62115 -0.76511 0.080
H -0.94487 1.14863 -2.46187 0.115
H 0.35954 2.12474 -1.77067 0.075
```

***

# 4
Molecular formula: C13H35FN2O2PSi3
Method: DFT, ωB97M-V with the def2-TZVPD basis set

Summary:
**Multiplicity**: 1
**Net charge**: -1
**Orbital gap**: 6.300 eV
**Max |F|**: 0.38 eV/Å
**Calculated total energy**: -2086.15254 Ha
**E_HOMO**: -0.1478 Ha

Structure (XYZ):
```
57
Properties=species:S:1:pos:R:3:lowdin_charge:R:1
C 2.59706 -1.44076 -0.38132 -0.023
C 3.27911 -0.53163 -1.39585 -0.364
F 4.58080 -0.98511 -1.62434 -0.028
C 3.31420 0.93305 -0.93832 -0.256
O 4.56732 1.52575 -1.38178 -0.099
C 5.21921 2.34236 -0.56075 -0.628
O 4.85884 2.73138 0.51662 0.080
P 6.84665 2.79762 -1.34933 0.753
N 7.68146 3.90212 -0.65305 -0.301
Si 1.85830 1.96390 -1.64668 0.569
C 2.47701 2.78257 -3.21472 -0.168
C 0.39651 0.85284 -1.99898 -0.152
C 1.37418 3.28503 -0.42558 -0.162
H 2.17338 -0.88410 0.45544 0.074
H 3.34601 -2.13086 0.00681 0.088
H 1.79187 -2.02933 -0.81915 0.084
H 2.77744 -0.62323 -2.36328 0.131
H 3.29832 0.98600 0.15288 0.120
H 6.36191 3.07918 -2.63894 0.002
H 7.37974 1.50948 -1.54441 0.009
H 8.57141 3.59467 -0.28669 -0.042
H 2.96402 3.73074 -2.97434 0.032
H 1.64235 2.99429 -3.88668 0.032
H 3.20309 2.16766 -3.75156 0.032
H -0.52191 1.29362 -1.60814 0.034
H 0.48267 -0.14238 -1.56102 0.016
H 0.27685 0.72486 -3.07800 0.036
H 0.76604 4.03420 -0.93949 0.036
H 0.77262 2.86284 0.38199 0.027
H 2.23824 3.78438 0.01792 0.030
C -3.66762 -4.93010 1.14553 -0.218
Si -4.12789 -3.09692 1.32848 0.198
C -5.28470 -3.04498 2.84398 -0.210
C -5.28702 -2.74789 -0.14612 -0.210
N -2.77809 -2.14792 1.42123 -0.228
Si -2.58531 -0.51796 1.58360 0.197
C -3.28785 0.26466 3.17226 -0.206
C -3.29806 0.55292 0.17253 -0.208
C -0.74169 -0.05718 1.59964 -0.204
H -4.54394 -5.58304 1.08358 0.007
H -3.06783 -5.07538 0.24259 0.008
H -3.06345 -5.24787 1.99997 0.009
H -6.04912 -3.82817 2.80810 0.007
H -5.79852 -2.08139 2.91894 0.005
H -4.69976 -3.18024 3.75823 0.011
H -4.70352 -2.70152 -1.07020 0.010
H -5.80029 -1.78812 -0.02967 0.005
H -6.05201 -3.52253 -0.26355 0.007
H -4.38217 0.27081 3.15841 0.006
H -2.95074 1.29679 3.31410 0.008
H -2.97105 -0.32106 4.03961 0.013
H -2.98614 0.14072 -0.79202 0.008
H -2.96089 1.59421 0.22766 0.006
H -4.39221 0.55774 0.19060 0.006
H -0.28357 -0.39320 0.66401 -0.013
H -0.22422 -0.54779 2.42835 0.017
H -0.58704 1.02427 1.69089 0.006
```

***

# 5
Molecular formula: C4H5N3
Method: DFT, ωB97M-V with the def2-TZVPD basis set

Summary:
**Multiplicity**: 1
**Orbital gap (spin up / spin down)**: 8.264 / 8.254 eV
**Max |F|**: 5.04 eV/Å
**Calculated total energy**: -319.48460 Ha
**E_HOMO (spin up / spin down)**: -0.3122 / -0.3117 Ha
**Relative energy (zero: lowest compared OMol25 entry of this formula, charge and spin)**: 597.59 kJ/mol

Structure (XYZ):
```
12
Properties=species:S:1:pos:R:3:lowdin_charge:R:1
N 2.47258 -0.20168 -0.26314 0.094
C 1.02458 -0.10622 -0.06885 -0.558
N 0.86370 -1.34790 -0.12720 0.265
C -1.42567 -1.07567 0.21620 0.069
C -1.90265 0.19497 0.18647 -0.202
C -0.91775 1.23239 0.10550 -0.163
N 0.37622 1.09159 0.03513 0.089
H 2.85985 -0.27754 -1.19190 0.085
H 3.08838 -0.47662 0.48888 0.086
H -2.22032 -1.83604 0.30265 0.033
H -2.95760 0.52836 0.21479 0.094
H -1.26131 2.27436 0.10147 0.110
```

***

# 6
Molecular formula: C23H57MoO6PSi3
Method: DFT, ωB97M-V with the def2-TZVPD basis set

Summary:
**Multiplicity**: 3
**Net charge**: +2
**Orbital gap (spin up / spin down)**: 6.922 / 7.919 eV
**Max |F|**: 2.34 eV/Å
**Expectation value of S²**: 2.0290
**Calculated total energy**: -2639.51358 Ha
**E_HOMO (spin up / spin down)**: -0.5341 / -0.5484 Ha
**Relative energy (zero: lowest compared OMol25 entry of this formula, charge and spin)**: 126.05 kJ/mol

Structure (XYZ):
```
91
Properties=species:S:1:pos:R:3:lowdin_charge:R:1
Mo -0.06084 -0.22806 -0.11385 1.639
C -4.32890 -1.91715 -0.02099 -0.076
O -3.78668 -0.64482 -0.38709 -0.218
C -4.47727 -0.11509 -1.50840 -0.201
C -4.11117 1.31967 -1.65139 -0.168
O -2.69190 1.44878 -1.65765 -0.171
C -2.29152 2.78124 -1.46085 -0.184
C -0.94482 2.78272 -0.76850 -0.134
O -0.82715 1.74597 0.26468 -0.412
C -1.84856 1.86773 1.31337 -0.017
H -4.24666 -2.63367 -0.84521 0.096
H -3.78060 -2.28220 0.84647 0.068
H -5.37757 -1.82631 0.25323 0.099
H -4.26046 -0.69099 -2.41278 0.133
H -5.55420 -0.15589 -1.33539 0.140
H -4.53833 1.72221 -2.57078 0.146
H -4.52966 1.87963 -0.81107 0.136
H -2.19165 3.31945 -2.39959 0.137
H -3.03717 3.30531 -0.86386 0.133
H -0.13793 2.59855 -1.45291 0.046
H -0.78140 3.73814 -0.29257 0.139
H -1.99499 2.91349 1.53365 0.121
H -1.47555 1.37032 2.18536 0.013
H -2.76851 1.40548 0.98032 0.099
C 3.35978 -2.15876 -0.58744 -0.066
O 2.29732 -1.43253 0.09988 -0.370
Si 1.82014 -1.74461 1.68165 0.321
C 3.29517 -1.96809 2.76132 -0.145
C 0.88581 -3.35419 1.71644 -0.146
C 0.68850 -0.21504 1.87036 -0.528
Si 1.78936 1.32261 2.05387 0.405
C 0.94370 2.95460 2.35312 -0.153
C 3.00523 1.16869 3.43531 -0.144
C 2.56992 1.49317 0.35049 -0.166
Si -0.42670 -0.55498 3.40166 0.414
C 0.40902 -1.70711 4.59207 -0.160
C -0.80806 0.94981 4.43625 -0.172
C -2.05073 -1.27373 2.76230 -0.168
H 3.86900 -2.85230 0.09259 0.098
H 4.09374 -1.45189 -0.96495 0.075
H 2.94605 -2.72748 -1.41848 0.087
H 3.63569 -3.00601 2.64938 0.064
H 3.08181 -1.81081 3.82790 0.042
H 4.12012 -1.30191 2.47114 0.058
H 1.20186 -3.96290 0.85736 0.052
H -0.20840 -3.25096 1.69635 0.031
H 1.14019 -3.92910 2.61533 0.053
H 0.18658 2.94752 3.15208 0.030
H 0.50926 3.39242 1.45132 0.022
H 1.74995 3.63185 2.68198 0.067
H 2.54140 1.49353 4.37873 0.055
H 3.85193 1.84101 3.23573 0.064
H 3.40448 0.15955 3.58243 -0.001
H 1.82618 1.34785 -0.45745 -0.023
H 3.36451 0.75359 0.17552 0.044
H 2.98346 2.50080 0.20540 0.072
H 1.31737 -1.24502 5.01204 0.051
H 0.67684 -2.69295 4.18775 0.024
H -0.29329 -1.86601 5.42180 0.063
H 0.08049 1.57001 4.64091 0.033
H -1.15212 0.55793 5.40800 0.061
H -1.60554 1.60149 4.05354 0.041
H -2.11732 -2.35707 2.95876 0.053
H -2.18577 -1.12114 1.69174 -0.021
H -2.91176 -0.80488 3.25913 0.061
O 0.31206 -3.76686 -1.73902 0.172
C -0.49602 -3.26601 -1.06014 -0.295
O -0.37005 -1.90869 -0.59419 -0.378
H -1.31460 -3.77993 -0.61155 0.149
C -0.66623 -1.33019 -4.95814 -0.115
C -1.04367 -0.74009 -3.59840 -0.372
P 0.28050 0.24202 -2.78043 0.963
C 0.19161 1.80984 -3.71419 -0.356
C 1.26943 2.86972 -3.44882 -0.110
C 1.84560 -0.53287 -3.31458 -0.347
C 3.11762 0.07735 -2.69870 -0.130
H -1.54419 -1.82919 -5.37796 0.090
H 0.12981 -2.07493 -4.88048 0.077
H -0.35758 -0.56416 -5.67516 0.078
H -1.36571 -1.52906 -2.92230 0.055
H -1.88309 -0.05704 -3.68693 0.073
H -0.80610 2.21148 -3.54109 0.063
H 0.22412 1.49305 -4.75312 0.093
H 1.44786 3.05121 -2.38416 0.060
H 0.96979 3.81787 -3.90005 0.093
H 2.22204 2.59202 -3.89824 0.070
H 1.86681 -0.47211 -4.40232 0.094
H 1.77378 -1.57792 -3.04864 0.065
H 3.35483 1.05143 -3.11514 0.067
H 3.96974 -0.57517 -2.89894 0.089
H 3.03002 0.18678 -1.61477 0.005
```

***

# 7
Molecular formula: C3H10NO2
Method: DFT, ωB97M-V with the def2-TZVPD basis set

Summary:
**Multiplicity**: 1
**Net charge**: -1
**Orbital gap**: 3.736 eV
**Max |F|**: 1.45 eV/Å
**Calculated total energy**: -325.30031 Ha
**E_HOMO**: -0.1070 Ha
**Relative energy (zero: lowest compared OMol25 entry of this formula, charge and spin)**: 667.84 kJ/mol

Structure (XYZ):
```
16
Properties=species:S:1:pos:R:3:lowdin_charge:R:1
C -0.00179 0.43923 0.32521 -0.289
N 0.17918 -0.31214 1.52841 0.109
C 1.14861 -1.25874 1.49478 -0.108
O 1.01566 -2.37336 -1.13055 -0.471
C -1.26174 1.24842 0.19649 -0.139
H -0.00661 -0.28321 -0.52071 0.131
H 0.91137 0.99263 0.04605 0.154
H 0.23463 -1.76355 0.94540 0.178
H 2.02399 -1.26808 0.84628 0.094
H 1.38120 -1.70662 2.45879 0.093
H -1.38817 1.89590 1.07393 0.055
H -1.26801 1.91495 -0.75685 0.003
H -2.13428 0.58959 0.14894 0.061
H -1.06512 2.23010 -2.90882 -0.154
H 1.37050 -3.10799 -1.63889 -0.149
O -1.13943 2.76286 -2.10845 -0.567
```